DFT (ωB97M-V/def2-TZVPD) results for 3 unconnected molecules or ions with the total composition C7H14Cl4NO2 at a distorted geometry.

Each line ends with the Mulliken charge.
Atoms and positions in Å:
1 C 2.851 -2.060 -1.463  -0.515
2 N 1.876 -2.838 -2.265  -0.781
3 C 0.537 -2.794 -1.668  -0.284
4 C -0.063 -1.317 -1.512  0.388
5 O -0.682 -0.937 -0.493  -0.578
6 O 0.072 -0.362 -2.576  -0.459
7 H 3.076 -1.080 -2.028  0.043
8 H 3.832 -2.660 -1.459  0.232
9 H 2.554 -1.894 -0.376  0.193
10 H -0.159 -3.332 -2.408  0.265
11 H 0.443 -3.321 -0.661  0.237
12 H 1.028 -0.145 -2.567  0.265
13 Cl -2.951 -2.450 3.954  -0.203
14 C -3.088 -0.843 3.195  -0.420
15 C -1.744 -0.166 3.040  -0.282
16 Cl -1.040 0.302 4.610  -0.206
17 H -3.772 -0.244 3.797  0.328
18 H -3.540 -0.995 2.213  0.307
19 H -1.856 0.750 2.458  0.220
20 H -1.028 -0.808 2.526  0.256
21 Cl 1.893 1.933 -1.261  -0.193
22 C 0.353 2.642 -0.723  -0.351
23 C 0.317 4.144 -0.908  -0.433
24 Cl 1.436 4.989 0.194  -0.211
25 H 0.199 2.362 0.320  0.239
26 H -0.434 2.176 -1.319  0.292
27 H -0.684 4.520 -0.690  0.317
28 H 0.572 4.428 -1.930  0.334

net charge = -1
HOMO energy = -1.92 eV
frontier orbital gap = 4.47 eV
2S+1 = 1
lowest unoccupied orbital energy = 2.5514 eV